Formula: C5H5NO2
Source: OMol25
Level of theory: wB97M-V/def2-TZVPD

Values from the calculation:
- Orbital gap: 10.02 eV
- LUMO: 0.725 eV
- Molar mass: 111.1 g mol⁻¹
- Relative energy (zero: lowest compared OMol25 entry of this formula, charge and spin): 395.08 kJ/mol

Geometry as ORCA input:
```
! wB97M-V def2-TZVPD RIJCOSX def2/J DEFGRID3
* xyz 0 1
O 2.750 -0.060 0.106
C 1.513 0.067 0.058
C 0.611 1.253 0.021
C -0.577 0.777 -0.210
N -0.541 -0.520 -0.519
O 0.611 -1.132 -0.020
C -1.796 -0.857 0.273
C -2.200 0.631 0.067
H 0.880 2.299 0.317
H -2.471 -1.604 -0.105
H -1.545 -1.138 1.236
H -2.456 1.283 0.950
H -2.810 1.110 -0.705
*
```